[1]
Below is C34H22Cl2F9N2OPS2Ti as an isolated structure, with properties calculated with ωB97M-V with the def2-TZVPD basis set.

The geometry in XYZ format:
```
74
Properties=species:S:1:pos:R:3:forces:R:3
C 10.7168 9.2363 11.6211 0.91 1.15 -0.48
H 11.5568 7.4047 9.6393 -0.14 0.30 0.36
F 12.0415 14.2476 10.0533 0.18 0.04 0.09
H 16.8578 10.4987 15.8803 0.03 -0.06 0.01
C 17.7482 10.9738 13.9560 -1.00 0.12 0.55
C 13.3640 13.6603 6.6876 -0.32 -0.56 -0.81
C 11.2910 9.4116 8.7486 0.19 -0.62 -0.84
C 6.1479 11.0463 9.6750 -0.24 -0.84 -1.07
H 6.2599 9.5060 8.1550 -0.32 -0.23 -0.11
C 11.5039 10.1430 7.5439 -0.28 -0.61 0.53
C 9.7839 8.2511 11.7362 -1.01 -1.19 0.64
C 12.0702 14.3843 8.7339 0.03 0.92 1.17
H 12.3707 9.0306 14.5792 -0.13 -0.35 -0.17
H 15.6116 5.5520 7.3290 0.22 -0.05 -0.08
H 9.0625 8.0464 10.9241 0.39 0.16 0.59
C 6.8599 11.8107 10.5570 0.14 1.04 0.56
H 5.1097 11.3029 9.5248 -0.24 -0.29 -0.13
H 9.0360 6.7400 13.0769 -0.47 -0.51 0.12
H 12.3488 6.3877 7.6800 0.22 -0.35 -0.35
C 15.4020 11.2747 14.5042 -0.12 -0.09 1.19
C 15.4881 7.6899 7.1504 -0.13 1.51 1.18
S 13.5723 12.3230 12.7197 -0.28 -0.20 0.11
P 10.7822 10.3876 10.1992 0.14 0.40 0.09
C 15.1530 11.7989 13.2419 0.18 0.01 -0.28
F 12.5867 14.5659 6.0213 0.19 -0.55 0.22
H 14.8346 5.5499 9.6521 -0.07 -0.74 0.80
Cl 14.0725 7.6849 11.4075 -0.06 -0.32 0.18
C 16.2102 11.8645 12.3078 0.46 -0.06 0.03
H 12.1919 10.1757 5.5430 0.01 -0.34 -0.16
H 6.3023 12.6536 11.0606 1.01 -1.03 -0.31
F 11.8043 15.7102 8.5421 -0.08 -0.20 -0.69
F 11.0630 13.6848 8.2285 -0.16 -0.08 -0.48
H 11.3056 11.2124 7.5287 0.03 -0.26 0.17
Cl 15.4361 10.3759 6.9358 -0.24 0.03 0.03
F 14.3636 15.7393 9.5327 -0.16 0.20 0.49
Ti 13.6671 11.6358 10.3348 -0.85 0.08 -0.60
C 14.9497 6.4808 9.1713 0.48 1.38 -2.15
H 10.7031 7.1785 14.7883 -0.07 -0.60 0.83
O 13.8796 12.8537 8.8216 -0.02 -0.07 -0.22
C 10.7211 7.7567 13.9010 -0.30 0.13 0.08
C 16.6850 10.8690 14.8769 0.43 0.28 -0.56
C 14.4919 15.1421 8.3532 -1.32 0.11 0.15
H 12.7031 7.6214 5.5574 -0.38 0.60 0.49
N 14.1220 10.0286 9.7543 0.03 0.40 -0.04
F 14.2602 16.0970 7.4084 0.18 0.01 -0.01
C 12.2626 8.1571 6.4248 0.48 -0.47 -0.68
C 8.9272 10.6173 9.9390 -0.26 0.79 0.54
C 8.2322 11.6063 10.6883 0.15 -0.07 -0.26
H 14.5963 11.2007 15.2802 0.60 0.12 -1.00
H 8.6552 9.0970 8.4388 0.08 -0.02 0.00
C 15.1100 8.8956 7.7878 0.52 -0.72 0.19
H 15.9231 7.7805 6.1806 0.06 -0.09 -0.64
C 15.4151 6.4936 7.8205 -0.84 -0.41 1.30
C 9.7525 7.5141 12.9354 0.89 0.59 -0.86
C 11.6460 9.5141 12.6317 0.15 0.15 -0.33
S 15.9664 12.4171 10.6799 0.13 0.16 0.04
C 11.6701 8.7616 13.7879 -0.31 0.31 -0.35
C 12.0986 7.4265 7.5901 -0.76 0.97 0.88
F 15.7302 14.7586 8.2484 0.97 -0.48 -0.35
C 14.5967 8.9586 9.1276 0.13 0.03 -0.72
C 8.1732 9.8424 9.0587 -0.81 0.33 0.00
C 13.4634 13.9407 8.1981 0.31 0.43 0.04
F 14.5518 13.6438 6.0792 0.43 0.46 -0.03
H 8.7443 12.2943 11.3422 0.55 -0.15 0.09
C 14.5979 7.6836 9.7500 -0.01 -0.66 0.55
F 12.8765 12.4305 6.4761 -0.51 0.50 -0.10
C 11.9873 9.5310 6.3892 -0.17 -0.18 0.91
H 12.3582 10.3330 12.4915 -0.37 -0.29 0.09
H 18.2844 11.4319 11.9206 -0.43 0.24 0.41
C 6.7830 10.0545 8.9149 0.91 0.57 0.57
H 18.7466 10.6943 14.2441 0.26 -0.19 0.04
N 11.6264 11.6660 10.4305 0.29 -0.65 -0.12
C 11.6224 8.0423 8.7709 -0.10 0.52 -1.33
C 17.4892 11.4599 12.6829 0.55 -0.45 -0.01
```
Positions in Å, forces in eV/Å.

The total energy comes out at -5300.2024 hartree. The calculation puts the HOMO energy at -1.244 eV. Its energy relative to the best compared isomer or geometry (same formula, charge and spin) is 0.0 kcal per mole. Its total charge is -2.

[2]
Below is C34H22CrN6O7 as an isolated structure, with properties calculated with ωB97M-V with the def2-TZVPD basis set.

The geometry in XYZ format:
```
70
Properties=species:S:1:pos:R:3:forces:R:3
H -6.9289 2.5052 0.0733 -0.02 0.01 0.00
N -2.4280 2.7003 -0.0630 0.44 -0.10 -0.29
C 2.9341 -1.0252 3.6570 0.03 0.02 0.07
C -2.3269 -1.4676 0.2934 -0.03 0.39 -0.07
C -3.6592 1.3854 -1.7973 0.00 0.05 0.21
C -4.9274 1.1974 -2.3537 -0.19 -0.11 -0.16
N 0.6566 0.3405 0.1538 0.18 -0.12 -0.60
H -1.3278 3.7244 1.3233 -0.13 0.03 0.00
N 1.8084 1.0078 1.9385 -0.04 0.00 0.09
C 3.1025 -3.3895 4.0404 -0.01 0.06 -0.03
O -3.0981 -1.9810 1.0587 -0.04 -0.14 0.06
C 2.9714 -3.6059 2.6786 0.00 0.00 0.00
C -6.0429 2.2163 -0.4739 0.17 0.00 0.02
C 0.6370 1.1149 1.2738 0.04 -0.07 0.34
H 2.7278 -2.7226 0.7437 -0.01 0.00 -0.03
Cr -0.8257 0.4150 -1.1737 0.22 -1.22 0.02
C 0.0048 -1.9628 -2.4626 0.09 -0.27 -0.03
O 0.3294 0.3695 -2.7130 -0.14 -0.33 -0.10
C 2.6644 -0.0272 1.3606 0.03 0.14 0.15
H 6.2656 2.8961 1.9304 0.01 0.02 0.01
H 3.9833 2.1569 2.3831 -0.07 0.00 0.05
C -6.1184 1.6094 -1.6708 0.09 0.00 -0.01
C -3.4766 3.7480 1.7517 0.21 -0.01 -0.04
N -2.5532 0.8381 -2.3720 0.07 0.33 0.05
C -1.4980 -2.2865 -0.6844 -0.01 -0.32 0.02
H 3.2227 -4.2236 4.7166 0.01 -0.03 0.03
C 6.6532 1.3536 0.4871 -0.05 0.09 0.10
C -2.6547 0.2564 -3.5486 -0.11 -0.05 -0.09
H 0.7835 -3.6983 -3.4352 0.01 -0.03 -0.01
H 7.6608 1.6852 0.2800 0.04 0.01 -0.01
O -0.3677 3.3073 -0.7844 -0.77 -0.55 0.04
C 1.8446 -0.3596 0.0996 -0.33 0.01 -0.02
C 3.0882 -2.0902 4.5282 0.00 -0.06 -0.02
C -1.4133 -3.6608 -0.8096 -0.02 0.12 0.03
H -5.5950 3.5416 1.7833 -0.02 0.02 0.01
O 1.3841 -1.0018 -4.1523 0.03 -0.15 -0.05
C -3.8779 0.1148 -4.2255 0.24 -0.03 0.04
H 3.2039 -1.9049 5.5870 0.00 0.01 0.03
H 2.9936 -4.6131 2.2858 0.00 -0.04 0.00
C -4.6762 3.3046 1.2629 -0.11 -0.01 0.04
C -5.0104 0.5477 -3.6074 -0.06 0.06 0.11
H -7.0744 1.3989 -2.1289 -0.02 -0.01 -0.03
H 2.9587 -0.0213 4.0638 0.00 0.02 0.00
C -2.3311 3.4390 1.0344 -0.22 0.04 0.04
C 5.8727 2.0322 1.4123 0.01 -0.11 -0.10
C 0.6772 -0.8193 -3.2016 -0.01 0.51 0.04
H 1.8433 1.2999 2.9010 0.06 -0.05 -0.06
O -0.3218 1.8196 1.6030 0.05 0.22 -0.09
C -4.7616 2.5481 0.0786 -0.11 -0.02 0.00
H -5.9826 0.4090 -4.0615 -0.02 -0.01 0.00
H -1.9756 -4.2964 -0.1410 0.00 -0.03 0.00
H -1.7359 -0.1315 -3.9681 0.01 0.03 -0.02
C -0.5857 -4.1679 -1.8119 0.00 -0.02 -0.01
C 4.0556 0.4964 1.0146 0.00 -0.01 0.02
H 6.7329 -0.2842 -0.8920 0.02 0.00 -0.01
O 2.1525 -1.1303 -0.7774 0.06 -0.04 -0.04
C -3.5845 2.1706 -0.5803 0.06 0.10 -0.04
O -2.1273 -0.1670 0.1576 -0.07 -0.33 -0.04
H -3.3934 4.3228 2.6616 -0.03 0.00 -0.01
H 4.4459 -1.0519 -0.4182 0.03 0.02 0.01
C 6.1321 0.2493 -0.1678 -0.01 -0.09 -0.08
N -1.0707 2.3852 -0.7121 0.43 1.14 0.31
H -0.4979 -5.2396 -1.9310 0.00 -0.01 -0.01
C 4.5791 1.6033 1.6720 0.00 0.06 -0.04
N -0.7988 -1.5262 -1.5109 -0.06 0.80 0.18
C 2.7839 -1.2375 2.2915 -0.02 -0.06 -0.08
H -3.8956 -0.3654 -5.1921 -0.02 -0.01 -0.02
C 0.1318 -3.3264 -2.6585 0.01 0.10 0.02
C 2.8156 -2.5385 1.8043 -0.01 0.01 0.05
C 4.8423 -0.1868 0.0951 0.10 0.01 0.03
```
Positions in Å, forces in eV/Å.

The total energy comes out at -3208.4485 hartree. The multiplicity is 4. As for the expectation value of S²: 3.776. The calculation puts the HOMO energy (spin up / spin down) at -10.729 / -10.729 eV. Its energy relative to the best compared isomer or geometry (same formula, charge and spin) is 40.6 kcal per mole. Its total charge is +1.

[3]
Below is C34H23BiBrClF6N6O10S3 as an isolated structure, with properties calculated with ωB97M-V with the def2-TZVPD basis set.

The geometry in XYZ format:
```
85
Properties=species:S:1:pos:R:3:forces:R:3
H -2.8322 5.1289 -1.8509 0.00 0.00 0.00
H 2.3292 3.1311 3.3926 0.00 0.00 0.00
C 2.7313 -2.2971 -1.9683 0.02 0.03 0.01
C 1.8273 1.3967 -0.5137 0.01 0.02 0.02
C 0.9884 0.7077 5.3277 -0.01 -0.01 -0.01
C 3.0459 2.0654 5.7992 0.01 0.00 0.01
C 2.8972 -1.3149 -4.1185 -0.01 0.00 0.00
F -2.8824 -4.8589 -0.0708 0.04 0.01 0.00
H -0.2335 -2.2252 -3.2505 -0.01 0.04 0.00
C -0.0875 0.3521 4.5357 0.00 0.01 0.02
F -3.6959 -4.6558 -2.0592 0.00 0.01 -0.02
C 3.0233 -0.5182 2.3358 0.00 0.03 0.03
N -4.9943 -2.1602 -1.6789 0.04 0.09 -0.12
H -2.1404 1.6316 -5.0742 0.01 0.00 -0.01
C -1.6965 1.9557 0.1477 0.03 0.02 0.03
C 0.2071 -2.8940 2.0777 -0.07 0.00 0.02
H 3.7116 2.7273 -2.9884 0.00 0.00 0.00
H 1.1660 0.1772 6.2549 0.00 0.00 0.01
C -1.6000 0.6885 -3.2138 0.18 0.03 -0.07
O -0.6024 -2.8605 1.0820 0.13 -0.08 -0.03
N 1.4252 -2.4341 -2.0497 -0.03 0.03 0.00
N 1.3270 -1.0360 1.0281 0.02 0.09 0.03
H -1.8889 3.2242 1.8549 0.00 -0.01 0.01
O -3.0070 -1.4844 -0.3680 -0.15 -0.18 0.34
F -1.8480 -3.6537 -1.5408 0.03 -0.01 0.00
S -4.0440 -2.5349 -0.5153 0.14 0.08 -0.11
C -5.5174 -2.0301 -4.2217 0.01 0.04 -0.01
C 3.5244 -1.7368 -2.9609 0.00 -0.03 -0.01
H 1.3974 2.7717 -2.0922 0.00 0.00 0.00
C 3.4504 2.1279 -2.1264 -0.01 0.00 0.01
C 1.2691 -1.8199 2.0888 -0.01 0.05 0.00
H 1.2788 -3.3911 4.1252 0.07 -0.03 -0.04
N -1.3130 0.7611 0.8022 0.02 0.06 -0.02
Cl 4.4217 0.3093 2.8088 -0.01 0.04 -0.01
C 4.0885 0.5544 -0.4152 0.02 0.02 0.00
C -2.0374 1.7623 -4.0068 -0.01 0.03 0.03
N 2.4020 -0.2403 1.1693 -0.01 -0.02 0.00
F -5.3048 -3.3347 -4.3478 0.00 -0.02 -0.01
O -3.0883 -1.6689 -3.2846 -0.04 -0.27 -0.10
H 3.7934 2.6299 5.2425 0.00 0.00 0.00
C 2.1554 2.1528 -1.6286 0.00 0.00 -0.01
H 4.8249 -0.0936 0.0377 -0.01 0.02 0.01
H -2.6819 3.7951 -3.9642 0.00 0.01 0.00
O 1.9739 -3.0833 4.7777 -0.17 0.02 0.00
C 1.8719 1.7110 4.9323 0.04 0.00 0.00
Br 3.5711 -2.9392 -0.3925 0.04 -0.12 -0.05
C -2.3396 2.9409 -3.3927 -0.01 0.00 -0.01
C 0.8374 -2.0489 -3.1892 -0.03 -0.06 -0.04
H 3.5142 1.1634 6.1938 0.01 -0.01 -0.03
H 4.5914 -1.6459 -2.8227 0.00 -0.01 0.00
H -2.5643 5.1989 0.6066 0.00 0.00 0.00
C 1.5249 -1.4848 -4.2461 0.02 -0.01 0.00
C -1.8022 1.9219 -1.2732 0.01 0.00 -0.02
H 0.4153 2.5214 1.9713 0.00 0.00 -0.01
H -1.3637 -0.2619 -3.6745 0.03 0.13 0.04
F -6.7976 -1.8174 -3.9493 0.02 0.00 0.00
O -1.7443 -0.9332 2.4838 0.02 0.01 0.01
C 2.3207 -1.5246 2.9807 -0.01 -0.01 0.00
C 1.6446 2.3580 3.7217 0.02 -0.01 -0.01
C 2.6477 -2.0372 4.3480 0.13 -0.06 -0.12
H 3.4761 -0.8704 -4.9174 0.00 0.00 0.00
F -5.2141 -1.4306 -5.3760 0.01 0.00 -0.02
C 4.4124 1.3367 -1.5135 0.00 0.01 0.02
N -1.4822 0.7630 -1.9105 0.04 0.03 0.01
Bi -0.7693 -1.1351 -0.3102 -0.10 0.02 -0.05
O 3.5052 -1.5026 5.0069 -0.04 0.02 0.04
H 2.7279 2.6760 6.6467 -0.01 0.00 0.00
C -1.9517 3.1507 0.7807 0.00 0.00 -0.01
H -0.7542 -0.4465 4.8356 0.00 0.00 -0.01
C -2.5033 4.2590 -1.2975 -0.01 0.00 0.01
S -4.4375 -1.3149 -2.9129 -0.23 0.06 0.14
O -4.7248 -2.9537 0.6546 -0.02 0.00 -0.04
O -4.7737 0.0749 -2.8463 0.03 -0.11 -0.02
C 2.7939 0.5977 0.0787 -0.04 0.04 0.02
C -0.2906 1.0079 3.3261 0.02 -0.03 0.00
S -1.6922 0.5024 2.3751 -0.07 0.01 -0.03
H 0.8364 1.4495 -0.0842 -0.03 -0.02 0.02
C -3.0564 -4.0306 -1.0817 -0.10 0.01 0.09
O -2.8220 1.2818 2.7792 0.00 -0.01 -0.02
O 0.2147 -3.7463 2.9528 0.03 0.05 0.11
H 1.0001 -1.1935 -5.1451 0.00 0.00 0.00
C -2.2210 3.0615 -1.9898 0.02 0.00 0.00
C 0.5691 2.0131 2.9148 0.00 -0.02 -0.01
C -2.3568 4.2904 0.0571 0.00 0.00 0.00
H 5.4227 1.3133 -1.9004 0.00 0.00 0.00
```
Positions in Å, forces in eV/Å.

The total energy comes out at -7433.0500 hartree. The calculation puts the HOMO energy at -8.835 eV. Its energy relative to the best compared isomer or geometry (same formula, charge and spin) is 0.0 kcal per mole.